Entry 1:
{
  "formula": "C3H6NO2P2",
  "method": "wB97M-V/def2-TZVPD",
  "symbols": ["C", "C", "O", "O", "P", "C", "N", "P", "H", "H", "H", "H", "H", "H"],
  "coordinates": [[1.026279, -1.555790, -0.407776], [1.996266, -0.576211, -0.046783], [3.020774, -0.757898, 0.611014], [1.656955, 0.624250, -0.555673], [-0.005632, 1.136395, -0.717658], [-0.344925, 2.222565, 0.621540], [-0.603098, -0.253916, 0.115399], [-2.011073, -1.073060, -0.200911], [1.138034, -2.499479, 0.087346], [0.549295, -1.548008, -1.449730], [-0.422316, 3.336903, 0.295691], [-0.423650, 1.726417, 1.654006], [-2.704584, -0.231974, -0.898096], [-2.872331, -0.550191, 0.891636]],
  "forces_ev_per_a": [[-3.3, 0.3, -1.4], [1.1, 2.0, -0.2], [-1.0, -0.1, -0.5], [1.3, -0.4, 0.4], [-0.7, 1.4, 1.5], [0.1, -0.2, -1.2], [2.4, -1.4, -0.1], [0.1, -1.8, 2.8], [-0.4, -0.4, 0.2], [1.3, -0.2, 1.6], [-0.1, -2.0, 1.3], [0.3, 1.4, -1.5], [-1.6, 2.2, -2.6], [0.7, -0.7, -0.3]],
  "homo_ev": [-2.893, -3.351],
  "charge": -1,
  "orbital_gap_ev": [5.964, 6.647]
}

Entry 2:
{
  "formula": "C2H8N2S",
  "method": "wB97M-V/def2-TZVPD",
  "symbols": ["H", "N", "C", "S", "H", "H", "C", "N", "H", "H", "H", "H", "H"],
  "coordinates": [[-1.176463, 1.350361, -1.136497], [-0.356420, 0.857505, -1.139641], [-0.110152, 0.292639, -2.295173], [-1.117982, -0.078949, -3.587314], [0.653786, -0.464608, -2.421150], [-0.632896, -1.134387, -4.553039], [0.562039, -0.114891, 2.671251], [0.395098, -0.391363, 1.258542], [1.585980, -0.160779, 2.902843], [0.294545, 0.835771, 3.053125], [0.029516, -0.823220, 3.285472], [0.488380, 0.468431, 0.782474], [-0.615430, -0.636510, 1.179107]],
  "forces_ev_per_a": [[-2.9, 1.6, -0.1], [3.4, -1.8, -3.2], [0.8, -1.8, 3.2], [-2.9, -0.4, -3.6], [1.3, 0.7, 0.9], [0.2, 2.0, 2.4], [0.2, -0.7, 0.3], [-1.9, -1.0, 1.0], [1.6, -0.5, 0.5], [-0.8, 1.4, 0.0], [0.0, -0.5, 0.1], [0.1, 0.8, -1.0], [1.1, 0.2, -0.5]],
  "homo_ev": -8.991,
  "charge": 0,
  "orbital_gap_ev": 9.140
}

Entry 3:
{
  "formula": "C24H31F4IrN8O6",
  "method": "wB97M-V/def2-TZVPD",
  "symbols": ["Ir", "O", "C", "O", "C", "C", "C", "C", "C", "O", "C", "C", "O", "O", "H", "H", "H", "H", "H", "H", "H", "H", "C", "N", "C", "C", "O", "N", "C", "N", "H", "H", "H", "H", "H", "H", "H", "F", "C", "F", "F", "C", "C", "C", "N", "C", "C", "H", "H", "H", "H", "F", "C", "N", "C", "N", "C", "N", "C", "N", "C", "C", "H", "H", "H", "H", "H", "H", "H", "H", "H", "H", "H", "H"],
  "coordinates": [[0.743805, 0.799056, 0.869048], [-2.778179, 2.585053, 1.483252], [-1.704172, 2.110794, 1.713818], [-1.168244, 1.186681, 0.901934], [-0.890308, 2.489246, 2.946422], [-0.294291, 1.250699, 3.622013], [0.176837, 1.556524, 5.034882], [1.436794, 2.422429, 4.777102], [1.495639, 2.459856, 3.257152], [0.989837, 1.125974, 2.910812], [0.393571, 3.360296, 2.675854], [0.689053, 3.713977, 1.224540], [0.704860, 4.839745, 0.821252], [1.017569, 2.692924, 0.406051], [-1.567946, 3.019761, 3.609743], [-0.846957, 0.325900, 3.482312], [-0.593183, 2.075022, 5.602020], [0.430073, 0.637939, 5.558406], [1.362041, 3.425880, 5.191054], [2.329492, 1.950073, 5.180486], [2.482608, 2.578643, 2.818746], [0.329620, 4.309771, 3.201524], [5.857218, 0.873021, -1.230608], [4.776058, 0.467206, -0.349651], [4.928516, -0.406691, 0.800536], [3.566164, -0.298699, 1.476313], [3.228389, -0.813224, 2.497185], [2.775755, 0.536924, 0.659927], [3.557456, 1.003297, -0.340271], [3.146916, 1.912247, -1.215554], [6.705338, 0.217302, -1.055569], [6.168564, 1.901329, -1.036630], [5.564249, 0.765614, -2.275346], [5.709580, -0.054962, 1.476374], [5.137591, -1.439691, 0.519929], [2.311078, 2.446103, -0.983832], [3.793810, 2.293081, -1.885094], [-1.631599, -0.748072, -5.367858], [-0.316843, -0.651965, -5.134694], [0.168571, 0.309992, -5.929944], [0.253008, -1.807614, -5.486490], [-0.055593, -0.317894, -3.682124], [0.739106, -1.128205, -2.895147], [0.952971, -0.761159, -1.582730], [0.438530, 0.364377, -1.077701], [-0.357436, 1.140548, -1.827748], [-0.624908, 0.824595, -3.141450], [1.178010, -2.035649, -3.282474], [1.533570, -1.369437, -0.904493], [-0.762723, 2.020885, -1.353296], [-1.263265, 1.468801, -3.729952], [0.547523, -1.053389, 1.243048], [-1.798495, -3.054735, -1.471166], [-2.133979, -1.661656, -1.137766], [-2.582965, -1.631202, 0.269136], [-3.719822, -2.513900, 0.510657], [-3.332404, -3.876287, 0.138835], [-2.917220, -3.968596, -1.265854], [-4.036478, -3.511252, -2.101446], [-4.438441, -2.138231, -1.780173], [-3.282047, -1.267696, -1.970454], [-4.815161, -2.092509, -0.364360], [-0.957234, -3.369509, -0.845961], [-1.497865, -3.102519, -2.523107], [-2.866127, -0.608102, 0.518715], [-1.749896, -1.931645, 0.906760], [-4.178312, -4.545840, 0.301536], [-2.505019, -4.198156, 0.774793], [-4.887336, -4.177145, -1.949924], [-3.739451, -3.560938, -3.151470], [-3.564573, -0.241877, -1.717366], [-2.986517, -1.301362, -3.022141], [-5.671200, -2.749813, -0.205627], [-5.103575, -1.071956, -0.106715]],
  "forces_ev_per_a": [[0.0, 0.0, 0.1], [-0.1, 0.0, 0.0], [0.1, 0.0, 0.1], [0.0, 0.0, 0.1], [0.0, 0.0, 0.0], [0.0, -0.1, 0.0], [0.0, 0.0, 0.0], [0.0, 0.0, 0.0], [-0.1, 0.0, 0.0], [0.0, 0.0, 0.0], [0.0, -0.1, 0.0], [0.1, 0.0, 0.0], [0.0, 0.0, 0.0], [0.0, 0.0, -0.1], [0.0, 0.0, 0.0], [0.0, 0.0, 0.0], [0.0, 0.0, 0.0], [0.0, 0.0, 0.0], [0.0, 0.0, 0.0], [0.0, 0.0, 0.0], [0.0, 0.0, 0.0], [0.0, 0.0, 0.0], [0.0, 0.0, 0.0], [0.0, 0.0, 0.0], [0.0, 0.0, 0.1], [0.0, 0.0, -0.1], [0.0, 0.0, 0.0], [0.0, 0.0, 0.1], [0.0, 0.0, 0.0], [0.0, 0.0, 0.0], [0.0, 0.0, 0.0], [0.0, 0.0, 0.0], [0.0, 0.0, 0.0], [0.0, 0.0, 0.0], [0.0, 0.0, 0.0], [0.0, 0.0, 0.0], [0.0, 0.0, 0.0], [0.0, 0.0, 0.0], [-0.1, 0.0, 0.0], [0.0, 0.0, 0.0], [0.0, 0.0, 0.0], [0.0, 0.0, 0.0], [0.0, 0.0, 0.0], [0.0, 0.0, 0.0], [0.0, 0.0, -0.1], [0.1, 0.0, 0.0], [0.0, 0.0, 0.0], [0.0, 0.0, 0.0], [0.0, 0.0, 0.0], [0.0, 0.0, 0.0], [0.0, 0.0, 0.0], [0.0, 0.0, 0.1], [0.0, 0.0, 0.0], [0.0, 0.1, 0.0], [0.1, 0.0, 0.0], [0.0, 0.0, 0.0], [0.0, 0.0, 0.0], [-0.1, 0.0, 0.0], [0.1, 0.0, 0.0], [0.0, 0.0, 0.0], [0.0, 0.0, 0.0], [-0.1, 0.0, 0.0], [0.0, 0.0, 0.0], [0.0, 0.0, 0.0], [0.0, 0.0, 0.0], [0.0, 0.0, 0.0], [0.0, 0.0, 0.0], [0.0, 0.0, 0.0], [0.0, 0.0, 0.0], [0.0, 0.0, 0.0], [0.0, 0.0, 0.0], [0.0, 0.0, 0.0], [0.0, 0.0, 0.0], [0.0, 0.0, 0.0]],
  "homo_ev": [-10.490, -10.489],
  "charge": 1,
  "spin_multiplicity": 2,
  "orbital_gap_ev": [7.201, 4.854]
}

Ordered max |F| results: 3.786, 4.990, 0.113; unit eV/Å.